The following is a quantum chemistry calculation of 4 unconnected molecules or ions with the total composition C6H22N2O3 in a non-equilibrium geometry, from the OMol25 dataset.

Geometry (Å):
O1 -2.819 -0.870 1.358
O2 -1.877 1.681 1.223
O3 -3.533 2.519 -1.113
N1 -0.227 -0.905 0.475
N2 0.531 -0.464 -2.378
C1 -0.145 -1.930 -0.576
C2 0.914 -1.669 -1.638
C3 1.860 1.326 1.220
C4 0.848 -1.041 1.451
C5 1.562 0.539 -2.548
C6 1.248 0.254 2.132
H1 -1.142 -2.038 -0.974
H2 -2.637 2.656 -0.801
H3 -3.486 1.552 -1.164
H4 2.456 0.278 -3.123
H5 2.818 1.018 0.786
H6 0.060 -0.608 -3.266
H7 1.875 -1.407 -1.192
H8 1.115 1.438 -2.959
H9 1.751 0.084 3.081
H10 2.086 2.233 1.771
H11 0.050 -2.871 -0.051
H12 -0.138 -0.014 0.036
H13 -3.090 -1.515 2.020
H14 -1.910 -1.177 1.078
H15 -2.539 1.027 1.515
H16 1.927 0.845 -1.569
H17 1.162 1.593 0.430
H18 0.935 -2.588 -2.233
H19 -2.257 2.550 1.388
H20 0.314 0.760 2.386
H21 0.564 -1.739 2.244
H22 1.724 -1.514 0.990

The value obtained for the molecular weight is 170.3 g/mol. As for the maximum force: 0.03569 hartree/bohr. As for the HOMO-LUMO gap: 9.57 eV. The calculation puts the energy above the lowest of the compared OMol25 structures with the same formula, charge and spin at 0.7273 eV. As for the charge: 0.



The following is a quantum chemistry calculation of a molecular structure, C6H22N8O6Zn in a non-equilibrium geometry, from the OMol25 dataset.

Geometry (Å):
Zn1 -0.658 -0.185 0.100
O1 -1.399 -1.725 -1.097
O2 0.338 -1.517 1.038
O3 0.257 1.255 1.228
O4 -2.251 -0.486 1.210
O5 -1.830 1.228 -0.746
O6 0.999 0.286 -1.167
N1 1.451 3.204 1.185
N2 2.948 -0.613 -1.864
N3 2.965 1.427 -1.300
N4 1.894 1.668 2.600
N5 -2.994 1.764 -2.584
N6 -1.692 3.255 -1.609
N7 1.861 -3.301 0.805
N8 0.925 -2.954 2.653
C1 0.942 -2.515 1.453
C2 -2.360 -2.366 -0.328
C3 1.110 2.010 1.683
C4 -2.147 2.071 -1.632
C5 2.199 0.361 -1.446
C6 -3.143 -1.331 0.502
H1 -1.074 -2.331 -1.767
H2 0.972 3.716 0.458
H3 -3.145 0.806 -2.865
H4 -3.182 2.465 -3.287
H5 2.017 0.739 2.978
H6 2.112 3.741 1.728
H7 -1.848 3.897 -2.374
H8 -3.710 -0.707 -0.189
H9 -2.592 -0.158 2.045
H10 3.885 -0.235 -1.876
H11 3.937 1.440 -1.575
H12 1.423 -3.785 2.940
H13 -1.146 3.551 -0.813
H14 -3.877 -1.895 1.077
H15 2.617 2.361 2.728
H16 -3.087 -2.950 -0.892
H17 2.477 2.280 -1.069
H18 -1.772 -3.056 0.277
H19 2.784 -1.485 -2.346
H20 1.643 -4.252 1.066
H21 0.220 -2.554 3.255
H22 1.929 -3.124 -0.187

The value obtained for the molecular weight is 367.7 g/mol. As for the maximum force: 0.12727 hartree/bohr. As for the HOMO-LUMO gap (spin up / spin down): 2.25 / 10.48 eV. The calculation puts the energy above the lowest of the compared OMol25 structures with the same formula, charge and spin at 0.2882 eV. As for the multiplicity: 2. As for the charge: +1.



The following is a quantum chemistry calculation of 5 unconnected molecules or ions with the total composition C6H22O5 in a non-equilibrium geometry, from the OMol25 dataset.

Geometry (Å):
O1 -1.806 -0.166 -3.256
O2 3.379 0.225 -1.361
O3 2.259 1.993 0.785
O4 1.522 -1.120 0.342
O5 0.287 0.947 3.031
C1 -2.909 -0.927 0.682
C2 0.656 -1.932 -0.521
C3 -1.361 -0.562 0.572
C4 -1.120 2.033 0.432
C5 -1.130 0.676 -0.343
C6 -0.753 -1.950 -0.068
H1 -0.865 -0.430 1.593
H2 -2.191 0.571 -2.784
H3 2.384 2.859 0.485
H4 0.608 0.311 3.543
H5 -1.536 -2.201 -0.954
H6 -3.386 -1.527 -0.200
H7 1.081 -2.909 -0.729
H8 -1.977 0.754 -1.093
H9 -0.836 0.042 -3.419
H10 -2.215 2.092 0.824
H11 2.732 -0.411 -1.213
H12 -0.158 0.600 -0.775
H13 -2.887 -1.544 1.535
H14 2.329 1.297 0.050
H15 1.952 -1.594 1.023
H16 -0.281 2.152 1.234
H17 3.503 0.602 -2.194
H18 0.820 -1.318 -1.453
H19 -0.978 2.937 -0.217
H20 -0.924 -2.691 0.707
H21 0.855 1.234 2.397
H22 -3.448 0.124 0.785

The value obtained for the molecular weight is 174.2 g/mol. As for the maximum force: 0.11687 hartree/bohr. As for the HOMO-LUMO gap: 10.50 eV. The calculation puts the energy above the lowest of the compared OMol25 structures with the same formula, charge and spin at 2.6652 eV. As for the charge: 0.



The following is a quantum chemistry calculation of 4 unconnected molecules or ions with the total composition C6H23N2O3 in a non-equilibrium geometry, from the OMol25 dataset.

Geometry (Å):
O1 -0.261 -1.818 2.749
O2 -2.532 -2.665 -0.272
O3 0.231 -1.741 -2.334
N1 0.894 1.076 -1.145
N2 -1.639 -0.241 -0.959
C1 -0.221 1.664 -0.386
C2 2.763 1.926 0.329
C3 -1.159 0.597 0.188
C4 2.121 0.743 -0.391
C5 -2.331 1.197 0.945
C6 1.987 -0.486 0.490
H1 -1.106 -0.157 -1.825
H2 -2.586 2.170 0.536
H3 -0.550 -2.143 3.611
H4 -2.581 0.060 -1.236
H5 2.793 0.484 -1.210
H6 2.957 -0.733 0.897
H7 0.498 -2.367 2.527
H8 -0.552 -0.026 0.829
H9 3.731 1.657 0.749
H10 -1.798 -1.247 -0.657
H11 -2.041 1.363 1.981
H12 -3.004 -2.991 -1.055
H13 2.902 2.740 -0.386
H14 1.036 1.682 -1.941
H15 2.181 2.300 1.169
H16 1.285 -0.458 1.328
H17 -2.161 -3.447 0.150
H18 0.191 2.202 0.456
H19 -3.152 0.492 1.039
H20 1.560 -1.309 -0.094
H21 -0.827 2.368 -0.957
H22 0.666 -0.949 -1.969
H23 0.705 -1.943 -3.156

The value obtained for the molecular weight is 171.3 g/mol. As for the maximum force: 0.03271 hartree/bohr. As for the HOMO-LUMO gap: 10.22 eV. The calculation puts the energy above the lowest of the compared OMol25 structures with the same formula, charge and spin at 0.4901 eV. As for the charge: +1.



The following is a quantum chemistry calculation of 7 unconnected molecules or ions with the total composition C6H23NO6 in a non-equilibrium geometry, from the OMol25 dataset.

Geometry (Å):
O1 2.066 3.953 -0.734
O2 2.992 -2.166 1.188
O3 -1.336 -3.926 2.860
O4 -3.350 -0.375 -1.513
O5 -1.894 -2.460 -0.144
O6 2.959 -2.128 -1.564
N1 -1.488 2.018 -2.153
C1 -0.104 0.457 0.957
C2 0.608 2.307 2.446
C3 -0.369 1.609 1.899
C4 0.571 0.083 -1.496
C5 -1.177 1.775 -0.801
C6 -0.215 0.881 -0.498
H1 2.538 -2.964 1.473
H2 -4.292 -0.346 -1.334
H3 -0.669 -0.446 1.210
H4 -3.025 0.530 -1.559
H5 -1.402 1.911 2.030
H6 -1.869 2.113 -0.049
H7 0.037 0.138 -2.436
H8 0.686 -0.964 -1.218
H9 1.642 1.969 2.394
H10 2.431 -1.421 1.376
H11 -0.814 1.759 -2.846
H12 -0.525 -3.780 2.439
H13 -1.974 -4.055 2.154
H14 0.533 3.173 3.094
H15 -2.022 2.838 -2.374
H16 -1.121 -2.211 -0.645
H17 -2.473 -1.824 -0.577
H18 0.904 0.051 1.151
H19 1.616 0.388 -1.617
H20 3.001 -2.163 -0.589
H21 1.367 3.295 -0.813
H22 3.804 -1.843 -1.913
H23 2.878 3.467 -0.580

The value obtained for the molecular weight is 205.3 g/mol. As for the maximum force: 0.04464 hartree/bohr. As for the HOMO-LUMO gap: 8.57 eV. The calculation puts the energy above the lowest of the compared OMol25 structures with the same formula, charge and spin at 2.3563 eV. As for the charge: 0.



The following is a quantum chemistry calculation of 6 unconnected molecules or ions with the total composition C6H23NO6 in a non-equilibrium geometry, from the OMol25 dataset.

Geometry (Å):
O1 -0.290 -3.347 0.340
O2 -2.664 0.402 -0.453
O3 -2.634 2.192 2.009
O4 -0.489 1.434 3.179
O5 0.685 -2.423 -2.359
O6 -0.377 -1.772 3.376
N1 -0.030 0.552 0.701
C1 2.240 0.757 -2.368
C2 -0.211 1.344 -1.780
C3 -0.299 0.161 -0.678
C4 1.354 0.565 1.139
C5 -1.714 -0.340 -0.594
C6 0.807 1.020 -2.870
H1 0.258 -2.546 -1.500
H2 0.142 -1.756 4.186
H3 2.706 0.082 -3.095
H4 1.408 0.449 2.247
H5 1.807 -0.296 0.623
H6 0.174 -1.277 2.751
H7 0.396 -0.627 -0.991
H8 0.854 1.857 -3.562
H9 -0.434 -4.207 0.739
H10 -0.508 1.358 1.082
H11 -2.823 1.367 1.538
H12 -3.074 2.851 1.456
H13 1.889 1.502 0.980
H14 2.699 1.757 -2.285
H15 -0.355 -2.651 1.008
H16 -0.562 0.502 3.441
H17 0.777 -3.319 -2.692
H18 2.175 0.325 -1.366
H19 -1.396 1.736 3.357
H20 -1.198 1.386 -2.228
H21 0.106 2.236 -1.245
H22 -1.903 -1.417 -0.622
H23 0.482 0.143 -3.464

The value obtained for the molecular weight is 205.3 g/mol. As for the maximum force: 0.04090 hartree/bohr. As for the HOMO-LUMO gap: 8.88 eV. The calculation puts the energy above the lowest of the compared OMol25 structures with the same formula, charge and spin at 1.9981 eV. As for the charge: 0.



Number 6 is which compound? C6H23NO6